Density functional theory data (ωB97M-V/def2-TZVPD) for C3H4N2O2 in the gas phase.

Computed properties:
E_LUMO, Eh: 0.0170
F_max, eV/Å: 0.5
Multiplicity: 1
Frontier orbital gap, eV: 9.6
E_HOMO, eV: -9.2
Energy relative to the best compared isomer or geometry (same formula, charge and spin), kcal/mol: 82.34

Cartesian coordinates (Å):
O 1.89 0.05 -1.39
C 0.78 0.00 -0.65
N 0.67 -0.29 0.58
C -0.75 -0.06 0.83
O -1.29 -0.81 1.85
C -1.50 0.14 -0.46
N -0.44 0.30 -1.27
H 2.62 -0.20 -0.82
H -0.62 -0.83 2.54
H -0.88 1.05 1.01
H -0.50 0.64 -2.22



Density functional theory data (ωB97M-V/def2-TZVPD) for a molecular structure, C3H4N2O2.

Computed properties:
E_LUMO (spin up / spin down), Eh: 0.0171 / 0.0232
F_max, eV/Å: 7.8
Multiplicity: 1
Frontier orbital gap (spin up / spin down), eV: 8.8 / 8.7
E_HOMO (spin up / spin down), eV: -8.4 / -8.1
Energy relative to the best compared isomer or geometry (same formula, charge and spin), kcal/mol: 167.79

Cartesian coordinates (Å):
C 1.79 1.17 0.17
C 0.22 -0.34 0.27
C -1.96 -0.54 -0.24
N 0.45 0.86 0.42
N 2.03 -0.97 -0.24
O 2.60 0.17 -0.09
O -0.72 -1.23 0.13
H 2.32 2.01 0.53
H -2.33 -0.95 -1.20
H -1.74 0.49 -0.40
H -2.67 -0.67 0.66



Density functional theory data (ωB97M-V/def2-TZVPD) for 2 unconnected molecules or ions with the total composition C3H4N2O2.

Computed properties:
E_LUMO (spin up / spin down), Eh: -0.0310 / -0.0091
F_max, eV/Å: 3.5
Multiplicity: 1
Frontier orbital gap (spin up / spin down), eV: 8.2 / 8.9
E_HOMO (spin up / spin down), eV: -9.1 / -9.1
Energy relative to the best compared isomer or geometry (same formula, charge and spin), kcal/mol: 194.05

Cartesian coordinates (Å):
C 1.69 -0.87 0.04
C 1.68 0.49 0.15
C -0.20 -0.23 -0.51
N 0.44 -1.34 -0.36
N 0.34 0.92 -0.22
O -2.89 -0.13 0.60
O -2.54 0.30 -0.63
H 2.66 -1.45 0.10
H 2.50 1.21 0.57
H -0.08 1.83 -0.22
H -3.60 -0.75 0.49



Density functional theory data (ωB97M-V/def2-TZVPD) for C3H4N2O2 in the gas phase.

Computed properties:
E_LUMO, Eh: 0.0137
F_max, eV/Å: 5.7
Multiplicity: 1
Frontier orbital gap, eV: 10.1
E_HOMO, eV: -9.8
Structure (SMILES): O=C1NN=C[C@@H]1O
Energy relative to the best compared isomer or geometry (same formula, charge and spin), kcal/mol: 77.19

Cartesian coordinates (Å):
O -0.62 -1.90 0.96
C -0.57 -0.78 0.52
N -1.60 0.12 0.26
N -1.19 1.06 -0.57
C 0.05 1.04 -0.70
C 0.75 0.00 0.12
O 1.73 -0.51 -0.74
H -2.45 -0.13 0.54
H 0.47 2.00 -1.15
H 1.29 0.42 1.03
H 2.14 -1.31 -0.25



Density functional theory data (ωB97M-V/def2-TZVPD) for 2 unconnected molecules or ions with the total composition C3H4N2O2.

Computed properties:
E_LUMO, Eh: -0.0121
F_max, eV/Å: 5.6
Multiplicity: 1
Frontier orbital gap, eV: 9.2
E_HOMO, eV: -9.5
Energy relative to the best compared isomer or geometry (same formula, charge and spin), kcal/mol: 153.80

Cartesian coordinates (Å):
C -1.23 0.63 0.19
C 0.48 0.28 -1.39
C 0.92 -0.20 0.13
H 0.36 -1.57 2.07
H -2.15 0.84 0.62
H 1.02 1.07 -2.09
H 0.25 -0.60 -2.00
N -0.12 0.17 0.83
N -1.06 0.66 -1.10
O -0.11 -0.17 2.20
O 1.65 -1.10 0.54



Density functional theory data (ωB97M-V/def2-TZVPD) for a molecular structure, C3H4N2O2.

Computed properties:
E_LUMO, Eh: -0.0073
F_max, eV/Å: 0.7
Multiplicity: 1
Frontier orbital gap, eV: 7.5
E_HOMO, eV: -7.7
Energy relative to the best compared isomer or geometry (same formula, charge and spin), kcal/mol: 97.51

Cartesian coordinates (Å):
O 0.84 1.63 -1.36
C 0.39 0.48 -0.52
N -0.10 -0.68 -0.88
C -0.58 -1.06 0.35
O -1.16 -2.26 0.54
C -0.38 -0.08 1.31
N 0.27 0.96 0.68
H 1.76 1.54 -1.66
H -1.22 -2.67 -0.33
H -0.63 -0.04 2.35
H 0.80 2.17 -0.47



Density functional theory data (ωB97M-V/def2-TZVPD) for C3H4N2O2S in the gas phase.

Computed properties:
E_LUMO, Eh: -0.0113
F_max, eV/Å: 5.1
Multiplicity: 1
Frontier orbital gap, eV: 9.1
E_HOMO, eV: -9.4
Structure (SMILES): O=CNC(=O)NC=S
Energy relative to the best compared isomer or geometry (same formula, charge and spin), kcal/mol: 40.28

Cartesian coordinates (Å):
O -0.65 2.90 2.65
C -1.00 2.10 1.86
N -0.21 1.00 1.20
C -0.66 0.17 0.15
O -1.71 0.25 -0.48
N 0.32 -0.75 -0.10
C 0.42 -1.27 -1.49
S 1.64 -2.15 -1.85
H -1.87 1.97 1.27
H 0.71 1.23 1.36
H 0.97 -0.77 0.78
H -0.44 -1.02 -2.15



Density functional theory data (ωB97M-V/def2-TZVPD) for C3H4N2O2S in the gas phase.

Computed properties:
E_LUMO, Eh: -0.0036
F_max, eV/Å: 3.7
Multiplicity: 1
Frontier orbital gap, eV: 9.1
E_HOMO, eV: -9.2
Structure (SMILES): C=NS/C(C=O)=N\O
Energy relative to the best compared isomer or geometry (same formula, charge and spin), kcal/mol: 98.42

Cartesian coordinates (Å):
C 3.10 0.03 -0.13
N 1.87 0.31 -0.12
S 0.72 -0.93 0.11
C -0.71 0.08 0.21
C -0.53 1.60 0.24
O -1.42 2.34 -0.23
N -1.92 -0.35 0.06
O -1.96 -1.75 -0.17
H 3.75 0.85 -0.27
H 3.49 -0.99 -0.06
H 0.48 2.01 0.58
H -2.96 -1.79 -0.32



Density functional theory data (ωB97M-V/def2-TZVPD) for a molecular structure, C3H4N2O3.

Computed properties:
E_LUMO, Eh: -0.0214
F_max, eV/Å: 6.2
Multiplicity: 1
Frontier orbital gap, eV: 8.2
E_HOMO, eV: -8.8
Energy relative to the best compared isomer or geometry (same formula, charge and spin), kcal/mol: 255.02

Cartesian coordinates (Å):
C 0.40 0.35 0.41
C 1.32 -0.62 -0.07
C 0.64 -1.72 -0.49
H 0.28 3.72 0.49
H 2.49 -0.40 -0.12
H 1.17 -2.67 -0.70
H -2.30 -0.52 -1.37
N 0.82 1.70 0.37
N -0.68 -1.44 -0.24
O 0.01 2.58 1.07
O -1.22 -0.92 -1.69
O -0.88 -0.41 0.83



Density functional theory data (ωB97M-V/def2-TZVPD) for C3H4N2O3 in the gas phase.

Computed properties:
E_LUMO, Eh: 0.0156
F_max, eV/Å: 5.8
Multiplicity: 1
Frontier orbital gap, eV: 10.0
E_HOMO, eV: -9.6
Structure (SMILES): O=C[C@H]1ON=CNO1
Energy relative to the best compared isomer or geometry (same formula, charge and spin), kcal/mol: 154.72

Cartesian coordinates (Å):
O -0.93 -1.87 0.47
C -1.11 -0.98 -0.29
C -0.85 0.41 -0.01
O -0.36 0.72 1.15
N 0.88 -0.06 1.21
C 1.58 0.04 0.13
N 1.07 0.51 -1.29
O -0.20 1.10 -1.06
H -1.82 -1.08 -1.23
H -1.83 1.00 -0.04
H 2.55 -0.73 -0.01
H 1.74 1.24 -1.63



Density functional theory data (ωB97M-V/def2-TZVPD) for C3H4N2O3 in the gas phase.

Computed properties:
E_LUMO, Eh: 0.0172
F_max, eV/Å: 4.8
Multiplicity: 1
Frontier orbital gap, eV: 9.3
E_HOMO, eV: -8.9
Structure (SMILES): COc1onnc1O
Energy relative to the best compared isomer or geometry (same formula, charge and spin), kcal/mol: 105.23

Cartesian coordinates (Å):
C 1.98 -0.05 0.02
O 0.78 0.69 -0.21
C -0.33 -0.04 -0.06
O -0.24 -1.39 0.09
N -1.43 -1.86 -0.01
N -2.23 -0.94 -0.16
C -1.70 0.28 -0.01
O -2.26 1.51 0.11
H 2.14 -1.05 -0.56
H 2.82 0.73 -0.22
H 2.09 -0.06 1.19
H -1.62 2.17 -0.18



Density functional theory data (ωB97M-V/def2-TZVPD) for C3H4N2O3 in the gas phase.

Computed properties:
E_LUMO, Eh: -0.0171
F_max, eV/Å: 4.9
Multiplicity: 1
Frontier orbital gap, eV: 11.1
E_HOMO, eV: -11.5
Structure (SMILES): N#C[C@@H](CO)[N+](=O)[O-]
Energy relative to the best compared isomer or geometry (same formula, charge and spin), kcal/mol: 117.36

Cartesian coordinates (Å):
N 1.20 2.50 -0.57
C 0.85 1.55 -0.04
C 0.33 0.22 0.49
C -0.94 0.00 -0.32
O -1.59 -1.11 0.24
N 1.38 -0.67 0.14
O 1.92 -1.29 1.01
O 1.62 -0.75 -1.06
H -0.06 0.11 1.57
H -0.52 -0.15 -1.28
H -1.71 0.83 -0.21
H -2.50 -1.23 0.04



Density functional theory data (ωB97M-V/def2-TZVPD) for C3H4N2O3 in the gas phase.

Computed properties:
E_LUMO, Eh: 0.0166
F_max, eV/Å: 2.9
Multiplicity: 1
Frontier orbital gap, eV: 9.8
E_HOMO, eV: -9.3
Structure (SMILES): O=[N+]([O-])[C@@H]1C=CON1
Energy relative to the best compared isomer or geometry (same formula, charge and spin), kcal/mol: 135.14

Cartesian coordinates (Å):
O -2.54 0.92 0.23
N -1.71 0.08 0.00
O -1.87 -0.94 -0.62
C -0.32 0.39 0.49
C 0.55 0.70 -0.67
C 1.41 -0.30 -0.84
O 1.34 -1.27 0.09
N 0.28 -0.97 0.98
H -0.42 1.15 1.27
H 0.45 1.59 -1.26
H 2.16 -0.46 -1.59
H 0.68 -0.89 1.91



Density functional theory data (ωB97M-V/def2-TZVPD) for 2 unconnected molecules or ions with the total composition C3H4N2O3.

Computed properties:
E_LUMO, Eh: -0.0037
F_max, eV/Å: 7.3
Multiplicity: 1
Frontier orbital gap, eV: 8.5
E_HOMO, eV: -8.6
Energy relative to the best compared isomer or geometry (same formula, charge and spin), kcal/mol: 150.33

Cartesian coordinates (Å):
C -1.02 -0.37 0.31
C -0.42 0.21 1.37
C -0.19 -0.22 -0.89
H -2.32 -1.33 -0.41
H -0.60 0.23 2.51
H 1.58 0.27 1.26
H 1.62 0.82 -2.16
N 0.81 0.75 1.00
N 0.77 0.79 -0.42
O -2.16 -0.97 0.44
O 2.16 0.37 -0.97
O -0.22 -0.54 -2.05



Density functional theory data (ωB97M-V/def2-TZVPD) for C3H4N2O3 in the gas phase.

Computed properties:
E_LUMO, Eh: 0.0016
F_max, eV/Å: 6.7
Multiplicity: 1
Frontier orbital gap, eV: 8.5
E_HOMO, eV: -8.5
Structure (SMILES): Nc1noc(O)c1O
Energy relative to the best compared isomer or geometry (same formula, charge and spin), kcal/mol: 109.59

Cartesian coordinates (Å):
N -0.26 1.35 -1.53
C -0.52 0.27 -0.73
N -1.79 -0.12 -0.40
O -1.63 -0.99 0.58
C -0.28 -0.95 1.01
O -0.15 -1.77 2.05
C 0.53 -0.05 0.30
O 1.76 0.45 0.40
H 0.71 1.57 -1.96
H -0.97 1.16 -2.28
H 0.89 -2.36 1.95
H 1.71 1.45 0.60



Density functional theory data (ωB97M-V/def2-TZVPD) for a gas-phase ion, C3H4N2O5P (charge -1).

Computed properties:
E_LUMO, Eh: 0.1350
F_max, eV/Å: 2.0
Multiplicity: 1
Frontier orbital gap, eV: 7.6
E_HOMO, eV: -4.0
Energy relative to the best compared isomer or geometry (same formula, charge and spin), kcal/mol: 48.19
Net charge: -1

Cartesian coordinates (Å):
C -1.19 0.46 -1.63
C -0.87 0.90 -0.39
C 0.11 -0.16 -2.09
N 1.40 -1.20 0.53
N 0.24 -1.54 0.74
O 1.37 0.87 2.57
O -0.32 -0.99 1.87
O -2.21 0.38 -2.30
O -1.21 0.94 3.14
O -0.32 1.34 0.63
P -0.05 0.55 2.31
H -0.21 -0.96 -2.75
H 0.73 -0.60 -1.25
H 0.73 0.60 -2.65
H 1.81 -0.58 1.27



Density functional theory data (ωB97M-V/def2-TZVPD) for C3H4N2OS in the gas phase.

Computed properties:
E_LUMO, Eh: 0.0026
F_max, eV/Å: 3.9
Multiplicity: 1
Frontier orbital gap, eV: 9.3
E_HOMO, eV: -9.3
Structure (SMILES): O=C1NN=C[C@@H]1S
Energy relative to the best compared isomer or geometry (same formula, charge and spin), kcal/mol: 49.95

Cartesian coordinates (Å):
O 1.90 1.91 0.32
C 1.19 0.97 0.01
N 1.58 -0.12 -0.58
N 0.88 -1.23 -0.26
C -0.15 -0.88 0.42
C -0.23 0.59 0.56
S -1.96 0.80 -0.18
H 2.32 -0.30 -1.20
H -0.95 -1.50 0.79
H -0.46 0.99 1.48
H -1.53 0.56 -1.41



Density functional theory data (ωB97M-V/def2-TZVPD) for C3H4N2OS in the gas phase.

Computed properties:
E_LUMO, Eh: 0.0040
F_max, eV/Å: 4.6
Multiplicity: 1
Frontier orbital gap, eV: 8.8
E_HOMO, eV: -8.7
Structure (SMILES): C1=NOC=NSC1
Energy relative to the best compared isomer or geometry (same formula, charge and spin), kcal/mol: 119.44

Cartesian coordinates (Å):
C 0.85 1.32 -0.55
N 1.69 0.32 -0.41
O 1.27 -0.57 0.74
C 0.50 -1.50 0.09
N -0.70 -1.31 -0.45
S -1.54 0.05 -0.03
C -0.28 1.47 0.47
H 0.86 2.02 -1.45
H 1.08 -2.48 -0.23
H 0.01 0.94 1.44
H -0.84 2.56 0.87



Density functional theory data (ωB97M-V/def2-TZVPD) for C3H4N2OS in the gas phase.

Computed properties:
E_LUMO (spin up / spin down), Eh: -0.0152 / -0.0223
F_max, eV/Å: 3.8
Multiplicity: 1
Frontier orbital gap (spin up / spin down), eV: 7.3 / 6.8
E_HOMO (spin up / spin down), eV: -7.7 / -7.4
Energy relative to the best compared isomer or geometry (same formula, charge and spin), kcal/mol: 83.48

Cartesian coordinates (Å):
C 0.10 0.63 -0.81
C -1.34 0.48 -0.71
C -0.52 -0.78 0.91
N 0.56 -0.08 0.18
N -1.65 -0.42 0.15
O 2.99 0.41 -0.28
S 2.11 -0.43 0.47
H 0.51 1.36 -1.46
H -2.22 0.80 -1.22
H -0.12 -1.80 0.90
H -0.42 -0.19 1.86



Density functional theory data (ωB97M-V/def2-TZVPD) for 2 unconnected molecules or ions with the total composition C3H4N2OS.

Computed properties:
E_LUMO, Eh: 0.0141
F_max, eV/Å: 4.5
Multiplicity: 1
Frontier orbital gap, eV: 9.0
E_HOMO, eV: -8.6
Structure (SMILES): O=C1NS1.CC#N
Energy relative to the best compared isomer or geometry (same formula, charge and spin), kcal/mol: 62.25

Cartesian coordinates (Å):
O -0.48 1.81 -2.95
C -1.29 1.41 -2.18
N -1.88 1.33 -1.07
S -2.68 0.23 -2.29
H -1.58 0.95 -0.22
C 1.67 -1.30 1.59
C 0.61 -0.42 1.20
N -0.18 0.28 0.78
H 1.32 -1.98 2.27
H 2.36 -0.52 2.09
H 2.12 -1.80 0.78